C22H21N4O4 | ωB97M-V/def2-TZVPD

Computed properties:
- orbital gap (eV) = 5.896
- E (a.u.) = -1370.82836
- HOMO energy (Ha) = -0.1437
- E_LUMO (eV) = 1.987

```
! RIJCOSX wB97M-V def2-TZVPD def2/J DEFGRID3
* xyz -1 1
C -5.446 0.322 2.594
N -4.381 1.315 2.430
C -4.794 2.693 2.619
C -3.166 1.075 1.849
C -2.279 2.155 1.582
C -0.986 1.908 1.154
C -0.485 0.587 1.066
C 0.935 0.239 1.037
C 1.890 1.052 1.644
C 3.191 0.550 1.879
N 4.268 0.174 2.144
C 1.677 2.378 2.147
N 1.651 3.470 2.589
C -1.422 -0.469 1.144
C -2.724 -0.249 1.550
H -5.073 -0.655 2.965
H -6.126 0.730 3.358
H -6.033 0.133 1.656
H -3.999 3.264 3.120
H -5.018 3.216 1.669
H -5.691 2.699 3.253
H -2.594 3.189 1.733
H -0.345 2.762 0.901
H 1.177 -0.832 0.987
H -1.079 -1.483 0.947
H -3.406 -1.097 1.668
C 6.278 0.616 -0.437
C 5.316 -0.519 -0.609
O 3.995 0.091 -0.728
C 3.030 -0.859 -0.729
C 1.713 -0.240 -1.024
C 0.813 -1.008 -1.807
C 1.029 -2.406 -2.108
C 0.317 -3.062 -3.083
C -0.744 -2.393 -3.734
N -1.419 -3.035 -4.821
O -2.419 -2.489 -5.346
O -1.020 -4.159 -5.202
C -1.182 -1.137 -3.231
C -0.432 -0.465 -2.280
O 3.256 -2.046 -0.462
H 7.285 0.212 -0.354
H 6.247 1.317 -1.269
H 6.054 1.145 0.491
H 5.498 -1.099 -1.529
H 5.364 -1.188 0.266
H 1.746 0.849 -1.209
H 1.796 -2.973 -1.581
H 0.600 -4.065 -3.407
H -2.082 -0.687 -3.644
H -0.780 0.476 -1.846
*
```

C22H22AsBr2GaN2O8S2 | ωB97M-V/def2-TZVPD

Computed properties:
- orbital gap (eV) = 7.719
- E (a.u.) = -11668.08602
- HOMO energy (Ha) = -0.2975
- E_LUMO (eV) = -0.376

```
! RIJCOSX wB97M-V def2-TZVPD def2/J DEFGRID3
* xyz 0 1
Ga -0.426 0.357 -0.064
Br 0.249 -4.523 -1.016
C -0.816 -3.696 0.305
C -1.618 -4.501 1.138
C -2.372 -3.955 2.134
Br -3.410 -5.086 3.242
C -2.370 -2.553 2.347
C -3.068 -1.864 3.363
C -2.955 -0.506 3.468
C -2.173 0.195 2.536
N -1.530 -0.421 1.577
C -1.584 -1.772 1.485
C -0.753 -2.328 0.455
O -0.005 -1.524 -0.243
H -1.619 -5.571 0.985
H -3.679 -2.424 4.058
H -3.466 0.038 4.249
H -2.083 1.273 2.568
O 3.005 -0.252 0.238
As 2.477 1.301 0.858
O 3.291 1.728 2.192
O 0.791 1.177 1.072
C 2.901 2.580 -0.542
C 3.944 3.425 -0.164
C 4.445 4.373 -1.043
C 3.917 4.486 -2.318
C 2.879 3.657 -2.710
C 2.368 2.713 -1.825
S 0.975 1.806 -2.446
O -0.195 2.642 -2.247
O 1.271 1.432 -3.802
O 0.883 0.580 -1.569
H 2.344 -0.638 -0.353
H 4.348 3.315 0.834
H 5.257 5.017 -0.731
H 4.315 5.214 -3.013
H 2.464 3.723 -3.707
C -2.109 5.690 -0.302
C -0.919 4.756 -0.074
C -1.325 3.376 0.165
N -1.582 2.269 0.310
H -1.744 6.688 -0.537
H -2.736 5.753 0.586
H -2.719 5.342 -1.133
H -0.313 5.072 0.776
H -0.268 4.719 -0.950
O -2.034 0.072 -1.183
S -2.525 -0.626 -2.442
C -2.647 0.644 -3.739
C -1.655 0.285 -4.848
C -1.376 -1.216 -4.732
C -1.155 -1.481 -3.247
H -2.441 1.593 -3.244
H -3.685 0.620 -4.072
H -0.726 0.832 -4.697
H -2.052 0.554 -5.825
H -0.495 -1.511 -5.300
H -2.222 -1.801 -5.103
H -0.236 -1.025 -2.876
H -1.183 -2.527 -2.949
*
```

C22H22BN10O4PdSSe | ωB97M-V/def2-TZVPD

Computed properties:
- expectation value of S² = 1.1003
- orbital gap (spin up / spin down) (eV) = 3.303 / 3.289
- E (a.u.) = -4651.59366
- HOMO energy (spin up / spin down) (Ha) = -0.5143 / -0.5143
- E_LUMO (spin up / spin down) (eV) = -10.692 / -10.704

```
! RIJCOSX wB97M-V def2-TZVPD def2/J DEFGRID3
* xyz 2 2
Pd 0.684 0.696 -0.122
C -2.580 0.133 -2.832
C -1.345 -0.329 -2.387
N -1.227 -0.095 -1.082
N -2.343 0.521 -0.665
C -3.178 0.683 -1.703
B -2.526 0.913 0.809
N -1.907 2.311 0.985
C -2.446 3.524 1.193
C -1.426 4.457 1.195
C -0.260 3.719 0.974
N -0.574 2.439 0.860
N -1.730 -0.063 1.713
C -2.191 -0.817 2.728
C -1.124 -1.436 3.341
C -0.012 -0.997 2.629
N -0.393 -0.179 1.653
N -3.995 0.844 1.162
C -4.602 1.120 2.337
C -5.920 0.701 2.247
C -6.035 0.149 0.954
N -4.868 0.205 0.371
H -2.992 0.090 -3.820
H -0.564 -0.844 -2.916
H -4.116 1.195 -1.618
H -3.496 3.672 1.333
H -1.503 5.516 1.329
H 0.756 4.065 0.914
H -3.229 -0.889 2.972
H -1.152 -2.107 4.175
H 1.017 -1.224 2.819
H -4.082 1.591 3.148
H -6.673 0.712 3.009
H -6.880 -0.327 0.494
S 4.688 -1.246 1.983
C 3.537 -0.064 1.476
N 2.491 -0.530 0.871
C 2.512 -1.898 0.757
C 1.528 -2.693 0.166
C 1.693 -4.069 0.188
C 2.802 -4.654 0.795
C 3.793 -3.877 1.379
C 3.649 -2.492 1.342
H 3.701 0.987 1.646
H 0.665 -2.228 -0.297
H 0.940 -4.704 -0.250
H 2.902 -5.728 0.816
H 4.650 -4.335 1.848
O 2.886 1.415 -2.801
Se 1.988 2.599 -1.761
O 2.425 3.985 -2.238
O 0.446 2.210 -1.877
O 2.446 2.146 -0.296
C 4.215 -0.366 -4.471
C 3.716 -0.810 -3.109
C 2.645 0.133 -2.534
N 1.694 -0.321 -1.885
H 5.008 -1.044 -4.792
H 4.622 0.641 -4.420
H 3.438 -0.404 -5.231
H 4.528 -0.782 -2.376
H 3.305 -1.820 -3.128
*
```